Entry from OMol25: 2 unconnected molecules or ions with the total composition C4H14N (the ωB97M-V functional and the def2-TZVPD basis).

Geometry as XYZ:
```
19
Properties=species:S:1:pos:R:3:forces:R:3
H 0.86056 -1.09267 1.41750 0.1462 0.9895 -0.7681
H -3.02066 1.38047 -1.34743 0.3927 -0.1677 0.1095
H -2.41319 0.03090 -3.10203 0.1114 -0.5799 -0.0731
C 2.70222 -0.39969 1.90990 1.7990 -1.4999 -2.0725
H 3.25331 0.51616 2.03881 -0.2671 0.3827 0.9294
H 3.29690 -0.86153 1.08264 -0.7257 0.2859 0.1617
H 0.40697 1.33108 0.16881 -0.1133 0.1322 0.5580
H -3.25610 0.10989 -0.16236 -0.3315 -0.4725 -0.8838
N 1.33045 -0.15755 1.39861 -0.9588 -0.8592 1.6869
H 2.17421 1.27793 0.27305 -0.0875 -0.0922 -1.0444
H -3.17850 -1.30811 -2.14211 0.2849 0.1555 -0.6013
C 1.27131 0.67580 0.16492 -0.3094 0.3428 0.2428
H -1.42781 -1.12673 -2.11987 -0.0228 0.2541 -0.0183
C -2.61964 0.41780 -1.01141 0.7296 -0.2290 0.9947
H 0.82043 0.37310 2.10861 0.0472 -0.1291 0.1617
C -2.36488 -0.57026 -2.19041 -1.2286 0.3487 1.0121
H -1.69107 0.53375 -0.42564 0.0724 0.6732 -0.5173
H 1.07647 0.07584 -0.70483 0.9446 -0.3670 -0.4473
H 2.77903 -1.20620 2.64326 -0.4833 0.8318 0.5691
```
Forces are in eV/Å.

Properties
largest force on an atom: 0.0608 hartree/bohr
multiplicity: 1
LUMO: -3.716 eV
energy relative to the best compared isomer or geometry (same formula, charge and spin): 32.5 kcal per mole
energy: -5857.44591 eV
HOMO-LUMO gap: 10.69 eV
net charge: +1

---

Entry from OMol25: 3 unconnected molecules or ions with the total composition C27H54ClN9O3P2 (the ωB97M-V functional and the def2-TZVPD basis).

Geometry as XYZ:
```
96
Properties=species:S:1:pos:R:3:forces:R:3
H -1.38466 0.61786 -5.78532 0.2445 0.1221 0.0871
H 1.29457 4.67389 1.42791 0.6233 -0.3826 0.7961
H -3.22123 2.10128 -0.45929 -0.0520 0.0094 -0.0097
C 4.33760 4.77254 -0.02706 -0.2008 -1.3726 0.9655
H -1.96984 3.32978 -3.98629 -0.0428 -0.3172 0.0070
H -1.22579 -5.58817 4.10842 -0.0965 -0.1952 -0.2572
H -3.09386 3.95273 -2.82809 0.0380 -0.1387 0.3059
H -4.78686 -6.64132 3.62888 0.0261 0.0900 0.1547
C -4.99707 -3.38599 3.92519 0.1016 -0.5823 0.1051
O -4.66471 -3.57987 0.68573 3.3774 -0.5935 -2.5189
N -4.96666 -5.70276 1.72522 -0.5245 -1.0673 -1.1410
H 1.18276 0.64281 -4.71794 0.0777 0.0395 0.0315
H -2.70871 -1.11824 -2.92898 -0.0267 0.1377 -0.0780
H -6.26132 -5.66854 3.38516 0.1236 0.0438 0.0966
H 4.45344 -0.74753 -2.19647 -0.8459 0.6738 0.5081
H 7.98647 3.12848 -1.09798 0.1767 -0.2082 0.1119
H 5.57035 1.06390 -2.64331 0.2169 0.9409 0.5052
H -2.69345 3.77130 -0.71616 0.0734 -0.0353 -0.1485
H -3.49568 -1.29556 3.39929 -0.0241 -0.2063 0.1226
H -5.08475 -5.85619 -0.38184 0.0697 0.1197 0.0855
C 4.26867 -0.36099 -0.05650 -0.5028 -1.3230 -0.3119
H -1.57753 2.61304 -0.03575 -0.1308 -0.0987 -0.0291
C 3.65520 -0.34385 -1.50906 0.3449 -0.6704 0.7195
C 7.55520 1.42998 -1.78656 0.1955 1.0390 0.3354
H -2.50195 0.42011 -4.48068 0.0236 -0.1451 0.1311
C 5.04225 6.08659 -2.28450 -0.0581 -0.3718 0.6710
H 2.82406 -1.10090 -1.52023 0.6254 0.8890 -0.0087
H -1.80453 0.18139 0.53555 -0.0325 -0.1467 0.1346
H 3.24309 0.64525 -1.82758 0.4317 -0.9280 0.2462
N -0.67975 1.32883 -3.93352 0.2310 0.7666 -1.2114
H -2.87532 -5.44026 4.70194 -0.1272 0.0849 -0.0767
Cl -0.39209 2.79976 2.36964 0.7572 -0.3013 0.5110
H -5.99257 -3.30290 3.47169 -0.1159 -0.0234 0.0593
H 0.43484 1.98394 -5.60750 -0.2162 -0.0366 0.0497
C 0.59779 1.56377 -4.61025 0.1392 0.0523 0.3437
C 5.36060 2.65788 -1.05593 -0.2998 -0.6037 0.7547
H -0.19790 -0.35772 0.02667 0.0314 0.1262 -0.1232
H -2.16697 -6.55256 0.93351 -0.1034 -0.1039 0.0580
H -4.89428 -2.58667 4.66471 0.1352 0.1206 -0.2206
C 5.01310 4.12238 -1.16729 0.2317 -1.8767 1.0685
C -2.62401 3.02523 -3.17174 0.3631 0.9175 -0.4590
C -2.83107 -0.50897 -2.03146 -0.4290 0.4517 -0.1263
C -5.20443 -6.47376 0.50920 -0.0520 0.2720 -0.2640
H 4.15311 7.84726 -1.21752 0.1966 -1.1908 0.1252
C 1.21200 3.19056 3.14709 0.4458 1.4372 -0.0381
C 6.12381 1.95027 -2.23958 0.6835 -0.5313 0.2445
H -2.98564 -1.80752 1.80041 -0.1169 0.0227 -0.0140
H 3.50881 -0.18154 0.75891 0.6509 0.1356 -0.9099
C -3.78096 -1.91112 2.54057 0.0889 -0.0893 -0.3499
H 3.70337 4.08113 3.36343 -0.3154 0.5276 -0.9092
H -4.50388 -7.31608 0.43057 -0.1206 -0.1278 -0.0552
C -1.26358 -0.43523 -0.19487 0.3722 -0.0467 0.0073
H -1.07362 -0.65019 -4.58602 -0.0616 -0.1122 -0.0385
H 7.90554 0.38292 -1.99286 -0.7208 0.9013 0.0717
C -2.18488 -5.09133 3.92844 0.8461 0.6449 0.1703
H -3.55769 0.28582 -2.23093 -0.0377 0.0525 -0.1647
C 4.34707 2.52974 1.26187 0.3171 1.5989 -1.7659
H -3.42213 2.39087 -3.56846 0.1144 -0.1320 -0.0169
N -2.70135 -5.38079 2.60378 1.0991 0.3076 -1.8594
O 5.41860 0.50929 0.10944 -1.1735 1.0970 0.1843
H 6.31147 2.64303 -3.10310 -0.3645 -0.4642 0.9584
H -1.53648 -1.48110 -0.02958 -0.0601 0.0312 -0.1310
H -2.74956 -7.47749 2.32944 0.0132 -0.0337 0.0269
N -3.94124 -3.31210 2.93350 0.5920 1.0071 0.7978
H -6.22205 -6.87064 0.47478 0.0284 0.0498 0.0985
H -3.30792 -1.16989 -1.30331 0.2339 0.1791 0.2071
H 0.99198 3.43675 4.22678 0.2322 -0.4889 -1.2260
H 3.68718 5.68615 2.54172 -0.5743 -1.1077 -0.2772
C -5.53963 -6.32707 2.89790 0.4566 -0.1069 0.4473
H -4.70140 -1.49577 2.11387 0.0474 0.0387 -0.0784
H 1.95411 2.35241 3.10490 -1.0543 0.5394 -0.2837
H 5.31199 6.72435 -3.16768 -0.3219 -0.7378 0.9456
H -6.10315 -7.22869 2.64727 0.2170 0.0468 -0.3000
N -1.55707 -0.00854 -1.55798 0.0812 -0.7196 1.4425
O 0.69248 0.36027 -2.25319 1.3436 3.0217 2.6113
H 4.09752 1.94519 2.17809 0.3229 0.5727 -0.8491
N 3.98112 6.11597 0.00364 1.6797 -0.6281 -2.9192
H -1.12228 -6.78163 2.31451 -0.0581 0.1504 0.0518
N 8.40933 2.19529 -1.20771 -1.0384 -0.6692 -0.6873
P -3.81062 -4.43959 1.62344 -5.2293 0.5295 5.2514
N -1.91212 2.35322 -2.10120 1.5305 0.9159 1.2113
H -1.98269 -4.03289 4.07952 -0.3122 -0.0630 -0.0110
C -2.16047 -6.60599 2.02386 -0.1975 -0.1981 -0.2798
N 5.38507 4.77266 -2.33935 -1.6010 2.3999 2.2312
H -4.93425 -4.30785 4.50484 -0.1247 -0.0889 -0.1183
C 1.75439 4.51923 2.43654 -0.0877 0.4451 1.0978
C 4.36765 6.75042 -1.13392 0.0708 -0.9367 -0.0486
H 1.37069 5.36634 3.08532 0.3442 -0.8294 -0.8444
P -0.56764 1.23232 -2.20618 -3.4635 -4.5994 -4.6956
C 3.32979 4.62142 2.44406 0.4310 -0.5127 -0.3593
H 4.64901 -1.41439 0.11080 -0.1945 1.2724 -0.0546
C -2.37712 2.72703 -0.76934 0.0456 -0.2550 0.3411
C 5.03769 1.84568 0.11412 -0.2870 3.2840 -1.1230
C 4.01091 3.94900 1.19510 0.7094 -1.6703 -0.4231
H 1.20062 2.28726 -4.05721 0.0295 -0.1098 -0.0042
C -1.43889 0.37563 -4.71997 -0.4856 0.0720 0.3309
```
Forces are in eV/Å.

Properties
SMILES string: [H]/N=C\Cc1c(OCC)cc(CCCCl)c2nccnc12.CN(C)P(=O)(N(C)C)N(C)C.CN(C)P(=O)(N(C)C)N(C)C
largest force on an atom: 0.1445 hartree/bohr
multiplicity: 1
LUMO: -0.620 eV
energy relative to the best compared isomer or geometry (same formula, charge and spin): 115.2 kcal per mole
energy: -79520.52180 eV
HOMO-LUMO gap: 7.21 eV

---

Entry from OMol25: a gas-phase ion, C17H19F3NO (charge +1) (the ωB97M-V functional and the def2-TZVPD basis).

Geometry as XYZ:
```
41
Properties=species:S:1:pos:R:3:forces:R:3
H -0.78573 0.53993 -1.17654 -0.0236 -0.1889 0.0843
H 3.86689 0.58719 -0.39902 -0.4780 0.1015 -0.1206
H 2.07949 0.67886 1.66481 -0.4734 -0.1738 0.3081
C 0.42856 -0.65304 -0.02253 0.9491 -1.0899 1.5958
H 0.15691 2.39306 -2.76263 0.0905 -0.0140 0.2863
H 2.77752 2.58840 -0.75787 -0.1328 -0.1083 -0.2035
C 0.18204 2.76041 -1.72192 0.2990 0.3793 -0.3250
C -1.19468 3.29168 -1.32901 -0.1068 0.1786 0.0683
C 0.08795 -0.11175 1.36031 -0.0587 0.2435 0.4987
C 2.32160 1.64401 -1.08648 0.8093 0.1409 0.1122
C -0.71291 -3.51152 -2.22996 0.3354 -0.3425 -0.8602
C -1.34339 0.06052 3.28077 -0.6229 -0.6089 0.2684
H -2.00063 2.54636 -1.39294 0.2073 0.1212 0.0208
C 0.83430 1.73858 -0.80027 0.1088 0.0280 -0.0475
H -0.52604 0.85672 5.11135 0.0124 0.0180 -0.4049
F -2.48850 -0.39965 3.90409 1.1400 0.9074 -0.8229
H -1.13057 -2.51526 1.46491 0.0290 -0.1192 -0.5177
C -1.19316 -0.21650 1.91288 -0.0342 -0.0152 0.4732
H -1.44954 4.11023 -2.01523 -0.0594 -0.3005 0.1525
F -2.55812 -4.52503 0.72349 1.1810 0.8629 -1.0906
H 0.57254 0.03707 -1.93318 -0.2018 0.1157 0.2400
H -1.19750 3.72366 -0.32009 0.0424 -0.2118 -0.1625
H 0.60539 -1.82912 -2.48719 -0.2899 -0.3778 0.1894
C -1.57517 -4.26206 -1.43265 0.1563 0.4192 0.1619
H -2.10886 -5.13153 -1.80481 0.1702 0.1597 0.0192
C -0.06308 -2.35437 -1.79391 -0.3468 -0.3115 0.1138
H 2.53816 1.50410 -2.15844 -0.3193 0.2168 0.1041
F -0.46409 -3.95230 -3.51230 -0.3667 0.6141 1.4493
N 0.21611 0.37471 -1.02784 -0.7534 1.5554 -1.6483
O 2.89500 0.55311 -0.37051 0.6316 0.1789 -0.0817
C -0.25402 -1.93617 -0.46295 -0.3545 -0.6744 -0.1662
C 1.09453 0.51837 2.11650 0.1038 0.0813 0.0343
H -2.05179 -0.57366 1.33727 0.3392 -0.0289 0.3926
H 0.88727 3.60571 -1.73200 -0.2377 -0.1301 -0.0878
C -0.35585 0.66570 4.04992 -0.1599 -0.0772 -0.3368
H 0.65486 2.01342 0.24702 0.0359 -0.2388 -0.3307
H 1.61686 1.55572 3.93948 -0.2652 -0.4202 -0.1431
C 0.84915 0.98066 3.41149 -0.0947 -0.1922 -0.0451
C -1.02275 -2.73418 0.40100 -0.1947 0.0547 -0.1252
H 1.52309 -0.79081 -0.07683 -0.6992 -0.2414 0.3902
C -1.71183 -3.83121 -0.11817 -0.3676 -0.5113 0.5568
```
Forces are in eV/Å.

Properties
SMILES string: CC[C@H](CO)[NH2+][C@@H](c1cccc(F)c1)c1cc(F)cc(F)c1
largest force on an atom: 0.0464 hartree/bohr
multiplicity: 1
LUMO: -2.805 eV
energy relative to the best compared isomer or geometry (same formula, charge and spin): 35.4 kcal per mole
energy: -29620.45829 eV
HOMO-LUMO gap: 9.66 eV
net charge: +1